w) This record from OMol25 describes a structure of composition C26H36N2O5PdSSi. The level of theory is the ωB97M-V functional and the def2-TZVPD basis.

The geometry in XYZ format:
```
72
C26H36N2O5PdSSi the ωB97M-V functional and the def2-TZVPD basis
Pd -1.2953 -1.3299 -1.1070
C -4.3445 0.4877 -1.3422
O -3.1791 0.5255 -0.5338
C -3.4329 0.4168 0.8529
C -3.7861 -0.9963 1.2614
O -2.7877 -1.8688 0.7489
C -3.0263 -3.2471 0.9765
C -1.9140 -3.9975 0.2850
O -1.7633 -3.5984 -1.0864
C -2.7469 -4.2197 -1.9243
H -5.0400 1.2821 -1.0580
H -4.8568 -0.4769 -1.2751
H -4.0274 0.6405 -2.3709
H -4.2376 1.0948 1.1555
H -2.5105 0.7193 1.3517
H -4.7661 -1.2998 0.8795
H -3.8106 -1.0573 2.3539
H -4.0135 -3.5228 0.5892
H -3.0019 -3.4735 2.0472
H -2.0955 -5.0728 0.3271
H -0.9610 -3.7702 0.7626
H -2.7346 -5.2959 -1.7454
H -2.4783 -4.0197 -2.9481
H -3.7451 -3.8228 -1.7274
C 3.4352 -1.5347 1.8545
Si 1.9021 -2.5629 2.1203
C 2.2657 -4.3720 1.8756
C 1.1429 -2.2165 3.7802
C 0.7053 -2.0001 0.7962
H 4.2164 -1.7897 2.5761
H 3.2069 -0.4706 1.9641
H 3.8412 -1.6890 0.8516
H 3.0860 -4.7044 2.5168
H 2.5535 -4.5713 0.8403
H 1.3955 -4.9905 2.1101
H 1.8288 -2.4651 4.5937
H 0.2280 -2.7947 3.9326
H 0.8946 -1.1555 3.8681
H 0.9848 -2.1335 -0.2441
H 0.0209 -1.1976 1.0565
O -0.4266 0.1471 -3.3603
C 0.1004 0.7616 -2.3297
N 0.9327 1.7775 -2.4230
C 1.1656 2.2981 -1.0518
C 0.3499 1.2635 -0.2208
O 0.2249 1.2406 0.9644
N -0.2083 0.3454 -1.1374
C 2.6214 2.1773 -0.6226
C 3.0029 2.7442 0.5908
C 4.2969 2.5784 1.0543
C 5.2177 1.8469 0.3137
C 4.8383 1.2799 -0.8911
C 3.5381 1.4393 -1.3580
C 0.5871 3.6982 -0.9436
C 1.3709 4.7813 -1.3306
C 0.8392 6.0616 -1.3301
C -0.4765 6.2674 -0.9382
C -1.2601 5.1905 -0.5508
C -0.7323 3.9070 -0.5552
H 1.0010 2.3578 -3.2457
H 2.2842 3.3077 1.1727
H 4.5891 3.0234 1.9965
H 6.2290 1.7215 0.6772
H 5.5513 0.7125 -1.4748
H 3.2501 0.9890 -2.2993
H 2.4041 4.6247 -1.6178
H 1.4554 6.8992 -1.6287
H -0.8896 7.2674 -0.9328
H -2.2839 5.3489 -0.2381
H -1.3555 3.0759 -0.2444
S -2.1217 -1.6435 -4.0551
C -1.2488 -0.9394 -2.9548
```

Results
Spin multiplicity: 2
Net charge: +1
<S²>: 0.753
HOMO-LUMO gap (alpha / beta), eV: 7.9 / 8.4
E_HOMO (alpha / beta), eV: -11.1 / -11.6

***

x) This record from OMol25 describes a structure of composition C26H36N2O5PdSSi. The level of theory is the ωB97M-V functional and the def2-TZVPD basis.

The geometry in XYZ format:
```
72
C26H36N2O5PdSSi the ωB97M-V functional and the def2-TZVPD basis
Pd 1.3934 -0.5381 0.3750
C 2.3695 -2.0980 -3.1312
O 2.4513 -0.8470 -2.4698
C 3.7719 -0.4414 -2.1841
C 4.2810 -0.9815 -0.8658
O 3.5589 -0.4148 0.2529
C 4.3419 -0.2438 1.4529
C 3.9408 -1.2087 2.5367
O 2.6219 -0.9009 2.9322
C 2.1057 -1.8279 3.8729
H 2.8672 -2.0544 -4.1040
H 1.3129 -2.3094 -3.2836
H 2.8100 -2.9063 -2.5406
H 3.7764 0.6492 -2.1735
H 4.4546 -0.7769 -2.9737
H 5.3328 -0.7146 -0.7477
H 4.1893 -2.0693 -0.8287
H 4.1931 0.7852 1.7804
H 5.3941 -0.3847 1.2059
H 4.6326 -1.0946 3.3809
H 3.9990 -2.2418 2.1761
H 2.7035 -1.8279 4.7887
H 2.0905 -2.8393 3.4544
H 1.0912 -1.5150 4.1080
C 1.3726 4.5654 0.4198
Si 1.9912 2.8774 -0.1050
C 1.1877 2.3568 -1.7077
C 3.8594 2.9141 -0.1793
C 1.3676 1.7368 1.2430
H 1.6618 5.3035 -0.3329
H 1.7979 4.8764 1.3749
H 0.2853 4.5795 0.5068
H 1.5418 2.9566 -2.5491
H 0.1081 2.5046 -1.6207
H 1.3691 1.3072 -1.9416
H 4.1884 3.6214 -0.9440
H 4.3044 1.9473 -0.4053
H 4.2650 3.2625 0.7741
H 0.2871 1.7243 1.3752
H 1.8815 1.4294 2.1484
O -0.2116 -2.8518 -0.0065
C -1.0410 -1.8338 -0.0065
N -2.3314 -1.9665 -0.2088
C -2.9724 -0.6414 -0.0986
C -1.7202 0.2372 0.1867
O -1.7186 1.4176 0.3723
N -0.6038 -0.6090 0.2047
C -3.5699 -0.1813 -1.4210
C -4.2982 1.0056 -1.4347
C -4.8183 1.4846 -2.6243
C -4.6182 0.7842 -3.8078
C -3.8924 -0.3946 -3.7957
C -3.3629 -0.8758 -2.6044
C -3.9608 -0.6454 1.0562
C -5.2385 -1.1559 0.8444
C -6.1351 -1.2487 1.8969
C -5.7646 -0.8229 3.1652
C -4.4952 -0.3085 3.3780
C -3.5926 -0.2219 2.3274
H -2.8189 -2.8473 -0.2473
H -4.4539 1.5522 -0.5136
H -5.3835 2.4070 -2.6280
H -5.0304 1.1578 -4.7355
H -3.7348 -0.9460 -4.7130
H -2.7921 -1.7952 -2.6133
H -5.5400 -1.4636 -0.1501
H -7.1273 -1.6434 1.7238
H -6.4680 -0.8857 3.9846
H -4.2063 0.0345 4.3623
H -2.6110 0.1998 2.5064
S 2.2207 -3.6319 0.3207
C 1.1391 -2.4713 0.2083
```

Results
Spin multiplicity: 2
Net charge: +1
<S²>: 0.771
HOMO-LUMO gap (alpha / beta), eV: 8.2 / 6.9
E_HOMO (alpha / beta), eV: -11.4 / -11.6

***

Stability, highest: x)

***

w) This record from OMol25 describes an isolated molecule of C2H4NP. The level of theory is the ωB97M-V functional and the def2-TZVPD basis.

The geometry in XYZ format:
```
8
C2H4NP the ωB97M-V functional and the def2-TZVPD basis
C -0.1674 -0.1268 -0.5150
C 0.7468 -0.5653 0.6303
N -0.5235 -0.1528 -1.7197
P -1.7357 0.8523 -0.6771
H 0.9539 0.2141 1.3306
H 1.5807 -1.0920 0.3658
H 0.3199 -1.2922 1.3197
H -1.1746 2.1627 -0.7347
```

Results
Net charge: 0
SMILES: CC1=[PH]=N1
HOMO-LUMO gap, eV: 10.0
E_HOMO, eV: -9.1

***

x) This record from OMol25 describes a structure of composition C2H4NP. The level of theory is the ωB97M-V functional and the def2-TZVPD basis.

The geometry in XYZ format:
```
8
C2H4NP the ωB97M-V functional and the def2-TZVPD basis
C 0.7936 -2.1165 0.7194
C -0.5816 1.2982 -0.7760
N 1.2033 -3.2025 0.6567
P -0.1996 -0.3939 0.7285
H -1.6146 1.5517 -0.5947
H 0.2243 1.7277 -0.3845
H -0.6681 1.0482 -1.8545
H 0.8428 0.0871 1.5052
```

Results
Net charge: 0
HOMO-LUMO gap, eV: 8.3
E_HOMO, eV: -9.3

***

Stability, highest: w)

***

w) This record from OMol25 describes an isolated molecule of C5H10N3P. The level of theory is the ωB97M-V functional and the def2-TZVPD basis.

The geometry in XYZ format:
```
19
C5H10N3P the ωB97M-V functional and the def2-TZVPD basis
C -0.1526 -0.4920 0.3657
C -1.6372 0.1780 0.0681
C 1.2592 0.9410 -0.9130
C 2.2172 -0.7702 0.5862
C 1.1399 0.2184 0.4178
N -0.4016 -1.7326 0.3890
N -2.4282 -0.8191 -0.0780
N -1.6916 -1.9286 0.0408
P -2.2305 1.8443 -0.3860
H 1.2982 0.4842 -1.8953
H 2.0478 1.7474 -0.8436
H 0.3020 1.5520 -0.8616
H 2.1329 -1.3870 -0.2833
H 2.1550 -1.5837 1.3993
H 3.2033 -0.2013 0.4453
H 1.0210 0.9661 1.2676
H -2.1425 -2.8621 0.1066
H -2.4950 2.4307 0.7537
H -3.5972 1.4146 -0.5793
```

Results
Net charge: 0
SMILES: CC(C)c1n[nH]nc1P
HOMO-LUMO gap, eV: 9.9
E_HOMO, eV: -8.9

***

x) This record from OMol25 describes an isolated molecule of C5H10N3P. The level of theory is the ωB97M-V functional and the def2-TZVPD basis.

The geometry in XYZ format:
```
19
C5H10N3P the ωB97M-V functional and the def2-TZVPD basis
C 0.6979 -0.6139 0.2495
C 0.9247 1.7419 -1.0049
C 0.5486 1.3942 1.4079
C -1.2625 0.6323 -0.1557
C 0.3033 0.7974 0.0718
N 0.3035 -1.6490 0.6814
N 0.3746 -2.8653 0.9926
N -0.2105 -3.7249 0.0901
P -0.4504 -3.4513 -1.4845
H 0.8833 1.1962 -1.9208
H 0.0900 2.6127 -0.9361
H 1.8699 2.2040 -0.6509
H 0.2843 0.5985 2.1658
H 0.0274 2.3947 1.6164
H 1.6777 1.5325 1.5379
H -1.8272 0.0117 0.6033
H -1.4102 0.2589 -1.1915
H -1.7398 1.6631 -0.2337
H -1.0845 -4.7337 -1.8387
```

Results
Net charge: 0
HOMO-LUMO gap (alpha / beta), eV: 7.2 / 7.2
E_HOMO (alpha / beta), eV: -7.8 / -7.8

***

Stability, highest: w)

***

w) This record from OMol25 describes a cluster of 2 separate species, CH4N2O in total. The level of theory is the ωB97M-V functional and the def2-TZVPD basis.

The geometry in XYZ format:
```
8
CH4N2O the ωB97M-V functional and the def2-TZVPD basis
C 0.0935 0.0359 -0.0658
N -2.4181 -0.3396 -2.9798
N -2.7769 0.5253 -2.3495
O -2.0161 -1.2275 -3.5646
H 1.2473 0.0773 -0.3509
H -0.1061 0.9678 -0.4221
H -0.3999 -0.6959 -0.5923
H 0.0127 -0.1544 1.0524
```

Results
Net charge: 0
SMILES: N#[N+][O-].C
HOMO-LUMO gap, eV: 13.1
E_HOMO, eV: -12.0

***

x) This record from OMol25 describes a cluster of 2 separate species, CH4N2O in total. The level of theory is the ωB97M-V functional and the def2-TZVPD basis.

The geometry in XYZ format:
```
8
CH4N2O the ωB97M-V functional and the def2-TZVPD basis
C -3.6943 0.6076 -0.2497
N -2.8143 -0.1139 -0.0037
N 1.7662 0.6890 0.2976
O -1.7100 -0.5126 0.1141
H 2.4911 0.0087 0.2913
H -4.6591 0.9821 -0.1992
H 1.4354 0.7013 -0.6516
H 1.0107 0.2199 0.7708
```

Results
Net charge: 0
SMILES: C#[N+][O-].N
HOMO-LUMO gap, eV: 10.8
E_HOMO, eV: -10.1

***

y) This record from OMol25 describes an isolated molecule of CH4N2O. The level of theory is the ωB97M-V functional and the def2-TZVPD basis.

The geometry in XYZ format:
```
8
CH4N2O the ωB97M-V functional and the def2-TZVPD basis
C -0.4771 0.3490 0.3824
N 0.4390 -0.4231 -0.1664
N 1.0323 -1.5164 0.2639
O -0.8610 1.4444 -0.3611
H -0.8889 0.1622 1.3562
H 0.6904 -0.0341 -1.0902
H 1.6846 -1.8472 -0.4411
H -1.6193 1.8653 0.0562
```

Results
Net charge: 0
HOMO-LUMO gap, eV: 7.8
E_HOMO, eV: -7.1

***

z) This record from OMol25 describes an isolated molecule of CH4N2O. The level of theory is the ωB97M-V functional and the def2-TZVPD basis.

The geometry in XYZ format:
```
8
CH4N2O the ωB97M-V functional and the def2-TZVPD basis
C -0.4047 -0.9635 0.0693
N 0.1591 0.0725 -0.7373
N 0.2959 1.2391 -0.2225
O 0.8930 -1.2569 0.3487
H -1.0220 -0.6175 0.9197
H -0.9384 -1.7094 -0.5305
H -0.0634 1.4512 0.7086
H 1.0805 1.7846 -0.5561
```

Results
Net charge: 0
HOMO-LUMO gap (alpha / beta), eV: 9.8 / 9.8
E_HOMO (alpha / beta), eV: -9.3 / -9.3

***

Stability, highest: w)